C2H9NO2SSi | ωB97M-V with the def2-TZVPD basis set

As for the energy above the lowest of the compared OMol25 structures with the same formula, charge and spin: 158.2 kJ/mol. The calculation puts the gap between HOMO and LUMO at 9.91 eV. Its LUMO energy is 0.01422 hartree. As for the spin multiplicity: 1.

```
16
C2H9NO2SSi ωB97M-V with the def2-TZVPD basis set
C -1.633 -0.113 0.579
C 0.302 0.394 -0.382
N 0.810 -2.237 -1.248
O 2.597 -0.616 -0.540
O 1.146 -1.508 1.273
Si 1.055 1.847 0.441
S 1.333 -1.117 -0.100
H -2.313 -0.074 -0.171
H -1.137 -1.048 0.697
H -1.812 0.559 1.460
H -0.087 0.353 -1.421
H 1.520 -2.295 -1.943
H 0.411 -3.111 -0.939
H 2.146 1.992 1.549
H 2.073 2.344 -0.418
H -0.123 2.681 0.789
```



C2H9NO3 | ωB97M-V with the def2-TZVPD basis set

As for the energy above the lowest of the compared OMol25 structures with the same formula, charge and spin: 167.1 kJ/mol. The calculation puts the gap between HOMO and LUMO at 10.22 eV. Its LUMO energy is 0.01971 hartree. As for the spin multiplicity: 1.

```
15
C2H9NO3 ωB97M-V with the def2-TZVPD basis set
O 1.767 -0.155 0.385
C 0.833 -0.892 0.206
C -0.318 -0.957 1.180
N 0.252 -1.191 2.511
H 0.822 -1.488 -0.725
H -0.941 -1.808 0.936
H -0.856 -0.006 1.105
H -0.448 -1.083 3.238
H 0.939 -0.471 2.712
H 1.363 2.685 -2.229
H 0.446 2.506 -1.054
O 0.425 2.696 -2.000
H -2.153 0.225 -1.834
H -0.686 0.268 -2.250
O -1.448 -0.329 -2.182
```



C2H9NO4 | ωB97M-V with the def2-TZVPD basis set

As for the charge: +1. As for the energy above the lowest of the compared OMol25 structures with the same formula, charge and spin: 294.4 kJ/mol. The calculation puts the gap between HOMO and LUMO (spin up / spin down) at 10.97 / 5.69 eV. Its LUMO energy (spin up / spin down) is -0.17191 / -0.36583 hartree. As for the spin multiplicity: 2.

```
16
C2H9NO4 ωB97M-V with the def2-TZVPD basis set
C 1.228 -0.496 0.836
N 1.911 0.112 -0.287
C 0.906 0.412 -1.286
O -0.053 -0.567 -1.300
O 1.107 1.165 -2.247
H 0.558 -1.309 0.580
H 1.996 -0.834 1.462
H 0.397 0.073 1.205
H 2.799 0.635 -0.317
H -0.187 -1.114 -0.362
H -1.654 0.244 3.373
H -1.662 0.682 1.880
O -2.147 0.760 2.708
H -1.750 -0.246 -0.174
H -2.336 -0.893 1.152
O -1.949 -1.048 0.327
```



C2H9NOS | ωB97M-V with the def2-TZVPD basis set

As for the energy above the lowest of the compared OMol25 structures with the same formula, charge and spin: 118.2 kJ/mol. The calculation puts the gap between HOMO and LUMO at 9.81 eV. Its LUMO energy is 0.02625 hartree. As for the spin multiplicity: 1.

```
14
C2H9NOS ωB97M-V with the def2-TZVPD basis set
C -0.742 1.227 -2.591
S -1.227 0.473 -1.100
H -1.542 2.053 -2.804
H 0.192 1.807 -2.244
H -0.644 0.513 -3.431
H -1.904 -0.572 -1.668
N 0.999 -1.902 1.772
C 1.289 -0.560 2.159
O 1.038 0.389 1.131
H 0.005 -2.085 1.828
H 1.540 -2.255 0.994
H 0.765 -0.305 3.046
H 2.503 -0.630 2.228
H 0.135 0.102 0.783
```